The following is a quantum chemistry calculation of a 3-piece molecular cluster, C25H70N14O3P3 overall at a distorted geometry, from OMol25.

Element x y z (Å)
C: 1.535 -0.188 2.308
C: 0.790 -0.515 0.981
C: 1.716 -0.430 -0.249
C: 1.222 0.473 -1.400
C: -0.256 0.166 -1.643
N: 1.545 1.913 -1.343
C: 2.894 2.306 -1.754
C: 4.032 1.904 -0.817
C: 5.347 2.604 -1.137
C: 5.436 3.985 -0.496
N: 4.955 3.933 0.896
C: 3.817 4.723 1.173
N: 2.994 4.271 2.034
N: 3.635 5.980 0.527
C: 0.911 2.715 -0.438
N: 1.062 2.551 0.889
N: 0.204 3.780 -0.862
C: -0.959 3.523 -1.765
C: -2.332 3.422 -1.115
N: -2.485 2.378 -0.095
P: 0.029 5.039 0.366
N: -1.026 4.531 1.617
O: -0.872 6.095 -0.482
H: 2.516 0.253 2.137
H: 0.966 0.553 2.864
H: 1.635 -1.054 2.953
H: -0.032 0.190 0.949
H: 0.342 -1.492 1.115
H: 1.771 -1.432 -0.671
H: 2.719 -0.214 0.100
H: 1.702 0.084 -2.297
H: -0.510 0.558 -2.625
H: -0.872 0.682 -0.922
H: -0.417 -0.904 -1.639
H: 3.127 1.908 -2.738
H: 2.897 3.394 -1.857
H: 4.203 0.842 -0.978
H: 3.823 2.009 0.246
H: 6.164 1.988 -0.773
H: 5.479 2.656 -2.218
H: 4.930 4.710 -1.127
H: 6.483 4.273 -0.484
H: 5.699 4.305 1.477
H: 2.244 4.952 2.137
H: 4.074 6.711 1.070
H: 2.654 6.162 0.373
H: 0.288 2.416 1.523
H: 2.000 2.595 1.287
H: -0.801 2.677 -2.416
H: -1.016 4.371 -2.443
H: -2.670 4.370 -0.702
H: -3.019 3.184 -1.926
H: -3.000 2.733 0.698
H: -1.608 2.053 0.279
H: -0.501 4.582 2.485
H: -1.803 5.178 1.718
H: -0.845 6.955 -0.046
O: -1.614 -0.189 3.452
P: -2.286 -0.680 4.710
N: -3.930 -0.695 4.192
C: -5.050 0.146 4.548
C: -4.251 -1.649 3.144
N: -1.806 0.614 5.766
C: -2.692 1.669 6.233
C: -0.507 1.194 5.436
N: -2.547 -1.758 6.074
C: -2.032 -3.119 5.887
C: -3.717 -1.760 6.910
H: -5.883 -0.457 4.934
H: -5.422 0.708 3.681
H: -4.811 0.875 5.317
H: -4.607 -2.601 3.563
H: -3.379 -1.862 2.522
H: -5.024 -1.260 2.480
H: -3.253 2.141 5.415
H: -2.113 2.453 6.723
H: -3.388 1.316 6.996
H: -0.574 1.948 4.636
H: 0.193 0.427 5.112
H: -0.079 1.660 6.324
H: -2.713 -3.742 5.290
H: -1.870 -3.609 6.849
H: -1.066 -3.092 5.373
H: -4.522 -2.396 6.515
H: -4.129 -0.768 7.082
H: -3.428 -2.146 7.890
O: 0.748 -2.963 -3.486
P: 0.174 -3.654 -4.717
N: -0.386 -5.070 -3.890
C: 0.121 -6.424 -3.866
C: -1.500 -4.871 -2.982
N: 1.654 -3.777 -5.610
C: 2.460 -4.984 -5.712
C: 2.539 -2.624 -5.442
N: -0.789 -4.041 -6.153
C: -1.979 -3.207 -6.332
C: -1.010 -5.364 -6.672
H: -0.655 -7.135 -4.178
H: 0.450 -6.712 -2.859
H: 0.968 -6.575 -4.527
H: -2.464 -5.053 -3.480
H: -1.514 -3.852 -2.590
H: -1.432 -5.538 -2.121
H: 2.661 -5.440 -4.734
H: 3.424 -4.752 -6.164
H: 2.010 -5.726 -6.375
H: 3.148 -2.691 -4.531
H: 1.967 -1.698 -5.395
H: 3.201 -2.544 -6.305
H: -2.818 -3.540 -5.705
H: -2.305 -3.212 -7.375
H: -1.757 -2.168 -6.070
H: -1.873 -5.866 -6.211
H: -0.149 -6.020 -6.569
H: -1.200 -5.276 -7.744

Electronic energy, Ha: -3010.53878
Net charge: +1
E_LUMO, eV: -3.14
HOMO level, eV: -9.23
Strongest force on any atom, eV/Å: 6.9

Atom charges from the Löwdin analysis, given in e for atoms 1 to 8:
1. C -0.10
2. C -0.23
3. C -0.14
4. C -0.30
5. C -0.03
6. N -0.01
7. C -0.13
8. C -0.19



The following is a quantum chemistry calculation of C25H70N5O25S2Zn as an isolated structure at a distorted geometry, from OMol25.

Element x y z (Å)
C: 0.697 -2.266 -6.383
N: 0.463 -3.710 -6.101
C: -0.382 -3.855 -4.894
C: -0.217 -4.278 -7.321
C: 1.820 -4.319 -5.881
C: 1.852 -5.801 -5.689
O: 1.697 -6.491 -6.902
H: -0.200 -1.670 -6.507
H: 1.321 -2.231 -7.278
H: 1.430 -1.890 -5.664
H: -1.358 -3.411 -5.082
H: 0.022 -3.290 -4.054
H: -0.453 -4.899 -4.602
H: -0.614 -5.274 -7.151
H: 0.525 -4.235 -8.112
H: -1.074 -3.625 -7.496
H: 2.249 -3.833 -5.003
H: 2.519 -4.021 -6.662
H: 1.237 -6.126 -4.836
H: 2.848 -6.076 -5.325
H: 1.749 -7.468 -6.696
Zn: 4.872 -7.572 -3.735
S: 6.148 -5.330 -3.496
O: 6.635 -4.507 -4.575
O: 6.409 -4.658 -2.246
O: 4.696 -5.632 -3.649
O: 6.681 -6.747 -3.525
S: 2.397 -9.449 -4.882
O: 2.105 -9.022 -6.269
O: 1.144 -9.455 -4.145
O: 3.071 -10.714 -4.869
O: 3.286 -8.391 -4.250
C: 3.077 -10.585 -8.888
C: 2.091 -11.735 -9.123
O: 1.243 -12.057 -8.012
O: 2.322 -9.400 -8.793
H: 3.933 -10.532 -9.569
H: 3.564 -10.774 -7.917
H: 2.627 -12.690 -9.212
H: 1.589 -11.549 -10.075
H: 1.451 -11.423 -7.307
H: 2.327 -9.162 -7.819
C: -2.494 -1.561 -2.441
C: -1.907 -0.353 -3.161
O: -1.202 -0.737 -4.330
O: -1.644 -2.621 -2.044
H: -3.338 -1.980 -2.982
H: -2.913 -1.137 -1.515
H: -1.299 0.139 -2.389
H: -2.679 0.348 -3.489
H: -0.328 -0.978 -3.975
H: -0.716 -2.330 -1.963
C: 1.661 -5.321 -1.840
C: 2.035 -5.265 -0.391
O: 3.285 -5.920 -0.115
O: 2.594 -4.532 -2.588
H: 0.674 -4.855 -1.952
H: 1.585 -6.304 -2.311
H: 1.324 -5.894 0.163
H: 2.000 -4.251 0.010
H: 3.919 -5.213 0.044
H: 3.327 -5.083 -2.939
C: -1.051 -8.125 -7.566
C: -1.362 -9.455 -8.240
O: -2.364 -10.141 -7.482
O: -2.187 -7.289 -7.575
H: -0.317 -7.669 -8.237
H: -0.540 -8.310 -6.617
H: -0.437 -10.037 -8.312
H: -1.690 -9.334 -9.272
H: -1.925 -10.508 -6.708
H: -2.970 -7.796 -7.320
C: 5.612 -1.320 -5.606
C: 5.759 -2.150 -6.861
O: 5.127 -3.431 -6.796
O: 6.358 -1.806 -4.486
H: 4.572 -1.164 -5.294
H: 6.150 -0.380 -5.785
H: 6.811 -2.448 -6.958
H: 5.404 -1.532 -7.687
H: 5.581 -3.923 -6.087
H: 6.369 -2.797 -4.460
C: -3.598 -5.519 -1.380
C: -2.423 -5.941 -2.235
O: -2.838 -6.713 -3.369
O: -4.046 -6.598 -0.549
H: -4.439 -5.130 -1.958
H: -3.229 -4.712 -0.747
H: -1.807 -6.604 -1.619
H: -1.791 -5.084 -2.486
H: -2.110 -7.301 -3.600
H: -4.481 -7.200 -1.165
O: 0.863 -1.510 -2.452
C: 1.982 -1.032 -2.682
N: 3.060 -1.832 -2.715
C: 2.159 0.432 -2.996
H: 2.798 -2.813 -2.520
H: 3.994 -1.459 -2.748
H: 1.579 1.107 -2.378
H: 2.201 0.596 -4.073
H: 3.198 0.663 -2.717
O: -0.746 -1.132 -8.845
C: -0.645 -1.375 -10.049
N: 0.563 -1.241 -10.627
C: -1.760 -2.045 -10.806
H: 1.287 -1.352 -9.904
H: 0.778 -1.700 -11.496
H: -2.114 -2.921 -10.272
H: -1.495 -2.202 -11.850
H: -2.581 -1.321 -10.802
O: 2.701 -2.488 -9.436
C: 3.760 -2.883 -9.898
N: 4.574 -2.102 -10.642
C: 4.438 -4.192 -9.443
H: 4.142 -1.350 -11.154
H: 5.570 -2.204 -10.603
H: 4.852 -4.716 -10.305
H: 3.620 -4.823 -9.090
H: 5.168 -4.123 -8.642
O: -3.898 -3.526 -7.598
C: -3.922 -3.899 -6.426
N: -3.408 -5.109 -6.117
C: -4.098 -2.913 -5.284
H: -3.110 -5.326 -5.177
H: -3.280 -5.858 -6.785
H: -3.146 -2.384 -5.199
H: -4.350 -3.285 -4.295
H: -4.806 -2.184 -5.680

Electronic energy, Ha: -5725.19415
Net charge: -1
E_LUMO, eV: 1.90
HOMO level, eV: -6.58
Strongest force on any atom, eV/Å: 3.2

Atom charges from the Löwdin analysis, given in e for atoms 1 to 8:
1. C 0.00
2. N -0.30
3. C 0.01
4. C 0.05
5. C -0.10
6. C -0.25
7. O -0.08
8. H 0.10